# 1
Entry from the Open Molecules 2025 dataset: C38H31Br2N8OPTl as an isolated structure (ωB97M-V/def2-TZVPD).

```
82
Properties=species:S:1:pos:R:3:forces:R:3
Tl -1.62968 -1.08424 0.51238 -0.305 0.243 -0.413
Br 6.31388 -0.29629 2.52639 -0.108 -0.112 -0.035
Br -2.30198 2.21780 -1.47006 -0.205 -0.302 0.001
P 0.88302 0.44015 3.31194 -0.345 0.160 -0.074
O 0.99267 -1.61084 0.23261 0.403 0.157 0.037
N 1.18114 1.30994 -0.70698 -0.065 0.359 0.061
N -0.40178 -2.04032 2.72200 -0.088 -0.030 0.157
N 1.09153 -2.12640 4.34244 -0.028 0.054 0.039
N -0.14154 -0.39714 -2.53427 -0.389 -0.186 -0.033
N -1.28312 1.91835 4.32183 0.106 -0.042 0.045
N 1.99526 2.43306 1.94320 0.319 -0.003 -0.118
N -1.76270 0.87985 2.43518 -0.038 -0.070 0.137
N 0.47291 1.45570 0.53326 -0.322 -0.327 0.076
C 0.19650 1.29650 -4.26857 0.124 -0.225 -0.368
C 3.92715 0.35468 1.22170 -0.117 0.099 0.085
C 0.12332 2.84849 0.75495 -0.034 -0.057 -0.063
C 2.91997 2.72492 3.03653 -0.184 0.049 -0.096
C -2.59737 -0.05176 -3.30850 -0.132 -0.030 -0.008
C 2.50286 0.18430 0.78823 -0.232 -0.157 0.103
C 2.79443 -2.24156 1.57826 0.481 -0.514 0.404
C -0.39452 -3.29709 3.24760 -0.019 0.030 -0.181
C 2.09579 -1.74508 5.32927 -0.022 -0.067 -0.015
C -0.56639 2.33932 5.51951 -0.007 -0.019 -0.031
C 2.00707 -1.29496 0.81834 -0.228 0.331 -0.210
C 4.56940 -0.61093 1.87191 0.387 0.396 -0.040
C 3.99401 -1.92417 2.09075 -0.411 -0.256 -0.149
C 0.89464 -0.95079 -4.63492 -0.179 0.116 0.025
C 0.49134 -1.33672 3.39245 0.211 -0.118 -0.020
C -2.89453 1.32206 -3.05529 0.033 0.067 0.008
C -2.57939 2.22810 4.01697 0.067 -0.032 -0.019
C 0.95516 3.16202 -2.29830 0.191 0.012 0.419
C 1.04066 3.37333 1.55329 0.098 -0.007 0.152
C -0.82054 1.09010 3.33858 -0.009 0.241 -0.119
C -1.67055 -2.21066 -2.77028 0.033 0.017 0.067
C -2.74987 -2.86186 -3.38530 -0.057 -0.059 -0.045
C 2.25817 0.65833 -0.60593 0.235 -0.296 -0.010
C -1.49830 -0.84541 -2.83070 0.381 0.121 -0.002
C 0.34591 0.23377 -5.17801 -0.103 -0.019 -0.044
C 0.61390 3.58924 -3.59159 -0.075 -0.134 -0.179
C -4.53141 0.01742 -4.84422 -0.054 0.027 -0.025
C 0.21714 0.93389 -2.89324 0.006 -0.325 0.185
C -4.62121 1.36964 -4.72317 -0.023 0.002 -0.018
C -3.83696 2.01924 -3.75042 -0.017 -0.006 -0.054
C 0.73492 1.83470 -1.98065 0.052 0.430 -0.338
C 1.47657 1.10684 1.57937 0.156 0.024 0.144
C 0.26083 2.68080 -4.56486 -0.027 0.176 0.174
C -3.57513 -0.72703 -4.11020 0.105 0.095 0.125
C 0.81918 -1.20813 -3.29388 0.070 0.027 0.183
C -2.86160 1.57823 2.84687 0.069 -0.014 -0.139
C 0.52490 -3.36492 4.25820 0.097 0.066 0.031
C -3.62576 -2.13800 -4.13754 -0.008 -0.109 -0.033
H 4.56385 -2.66666 2.63498 0.053 0.072 0.007
H 0.32651 0.40958 -6.24649 0.047 0.016 0.081
H 4.40182 1.30504 1.01261 -0.039 0.006 0.072
H 3.60734 1.89933 3.18449 0.025 -0.068 0.002
H -0.72762 3.28896 0.26401 0.156 -0.042 0.113
H 2.68868 -0.91699 4.95720 0.023 0.055 -0.053
H -1.03259 -4.07797 2.86150 0.042 0.058 0.076
H -3.18163 2.86764 4.64226 0.077 -0.048 -0.016
H -5.35313 1.93428 -5.28661 0.041 -0.021 0.007
H 2.41020 2.91369 3.98410 -0.022 -0.015 0.011
H 0.71040 4.63903 -3.83950 0.027 -0.040 -0.011
H -0.88007 -2.80565 -2.32963 0.052 0.014 -0.096
H 2.75344 -2.59005 5.51709 -0.016 -0.049 -0.038
H -0.36872 1.49007 6.17067 -0.031 -0.033 -0.001
H 1.43976 -1.63354 -5.27966 0.001 0.032 0.052
H 3.50371 3.60769 2.77662 0.018 -0.012 -0.042
H -1.17565 3.05734 6.05976 -0.032 0.022 -0.028
H 2.38880 -3.24122 1.68673 -0.066 0.075 -0.018
H 0.37979 2.80752 5.25767 -0.006 0.028 -0.044
H -3.77777 1.58849 2.27337 0.101 -0.013 0.088
H 1.62692 -1.45232 6.26653 -0.046 0.026 0.013
H 1.32408 -2.01902 -2.78251 -0.077 0.053 0.001
H -5.21024 -0.52451 -5.49248 0.026 0.010 0.028
H -4.38748 -2.62300 -4.73745 0.020 0.044 0.055
H 0.12877 3.00695 -5.59094 -0.029 0.000 0.054
H -4.02918 3.05468 -3.50437 0.011 -0.024 0.001
H 2.85001 0.42295 -1.48480 -0.114 0.039 0.026
H 1.11324 4.39138 1.91106 -0.014 -0.084 -0.007
H -2.82814 -3.94144 -3.33032 0.029 0.056 -0.018
H 0.81366 -4.16944 4.91655 -0.019 0.063 -0.060
H 1.38915 3.83981 -1.57480 -0.036 -0.004 -0.033
```
Positions in Å, forces in eV/Å.

Summary:
- Kohn-Sham gap: 3.4 eV
- E_tot: -207933.8452 eV
- Total charge: +1
- E_LUMO: -4.13 eV
- Spin multiplicity: 1

---

# 2
Entry from the Open Molecules 2025 dataset: C38H31CaF12N3O2S as an isolated structure (ωB97M-V/def2-TZVPD).

```
88
Properties=species:S:1:pos:R:3:forces:R:3
Ca -0.95549 -0.28226 -0.13977 -0.212 -0.045 -0.557
S -0.26485 -2.62330 -4.54947 -0.064 0.068 0.077
F 0.64639 -0.27983 3.76929 0.036 -0.043 -0.008
F 2.16774 3.45074 1.57917 -0.044 0.050 -0.070
F -0.52688 -4.27647 3.69728 0.012 0.001 0.012
F 0.42010 4.39352 -0.05354 0.126 -0.025 -0.048
F 0.80332 -2.16337 4.80287 0.016 -0.026 -0.003
F 0.26256 3.49957 -1.98787 -0.063 0.009 0.006
F 2.37722 1.32826 1.73527 0.017 -0.050 0.002
F -2.18779 -3.25359 2.80870 -0.019 0.012 -0.006
F 2.18591 4.19217 -1.26998 0.007 -0.057 0.038
F 3.60261 2.42128 0.33400 -0.037 -0.009 -0.015
F -0.76561 -4.26183 1.54417 0.004 -0.006 -0.029
F -1.13260 -1.28564 4.46829 -0.006 -0.006 -0.015
O 0.06257 1.79093 0.28363 0.765 -0.466 -0.427
O -0.83709 -1.33482 1.74188 0.110 -0.303 0.354
N -1.69987 2.60101 2.80313 -0.076 -0.052 0.079
N 1.41382 -0.72754 0.21191 -0.159 -0.020 0.039
N -1.59591 0.58740 -2.53503 0.017 0.005 0.007
C 1.79095 1.11829 -1.31996 -0.004 -0.040 0.024
C 1.04915 3.54631 -0.90070 0.027 0.053 -0.029
C 4.10496 -4.88255 3.11211 -0.019 0.031 -0.016
C -1.26946 -0.19432 -3.57954 -0.018 0.084 -0.035
C -3.51937 1.14574 1.88358 -0.067 0.029 0.086
C -3.40000 0.75147 0.53671 0.072 -0.049 -0.003
C 0.03425 -3.84571 -3.38417 0.034 0.009 -0.007
C -0.28213 -3.43684 -2.12233 -0.013 -0.042 -0.040
C 4.05023 -3.03452 1.37066 -0.005 -0.032 0.025
C 1.24972 2.12004 -0.26642 0.192 0.085 -0.076
C 3.38483 -2.04357 0.68764 -0.039 0.021 -0.007
C 2.36467 -1.13011 -1.99677 -0.001 -0.013 0.002
C 2.15510 1.52940 -2.60386 0.038 -0.013 -0.080
C -4.61885 0.82247 -0.16810 0.043 0.066 -0.001
C -1.72375 3.32234 1.49986 -0.661 0.481 0.220
C 3.40508 -3.79033 2.34394 0.031 -0.003 -0.010
C 2.69730 -0.69053 -3.25528 -0.028 -0.011 0.021
C -0.84349 -1.54957 -3.26079 0.084 -0.157 -0.090
C -2.26750 1.18635 2.70758 -0.011 0.243 -0.089
C -1.35750 0.30398 -4.88973 0.017 -0.038 0.016
C 1.89287 -0.26261 -0.98193 0.046 0.085 -0.050
C -5.81790 1.25571 0.39006 -0.026 0.035 0.005
C -1.80311 1.59189 -5.09984 -0.009 0.014 0.018
C -0.79978 -2.10034 -2.00967 -0.035 0.065 0.060
C -2.16559 2.37769 -4.01220 0.006 0.005 -0.025
C 2.01063 -1.72250 0.89863 0.132 0.010 -0.013
C 1.37099 -2.45586 1.95425 -0.013 -0.011 0.026
C -5.87602 1.63110 1.72963 0.001 -0.023 -0.011
C -0.06544 -2.14877 2.46258 -0.037 -0.045 0.110
C 2.35616 2.31199 0.84323 0.064 0.031 -0.023
C -2.03491 1.81966 -2.75097 0.007 0.000 -0.002
C 0.07329 -1.49295 3.88220 -0.008 -0.014 0.028
C 2.08454 -3.45607 2.61144 0.005 0.016 -0.020
C 2.87460 1.14600 -4.98598 -0.008 -0.010 0.025
C -0.88018 -3.49025 2.63549 0.001 0.036 0.011
C -4.71217 1.56641 2.48052 0.010 -0.079 0.009
C 2.59421 0.65855 -3.58794 0.015 0.024 0.007
C -0.31092 2.52256 3.32301 0.037 0.003 0.040
H -2.39938 0.85059 3.73745 0.005 0.029 0.035
H -4.74214 1.81819 3.54207 0.013 0.016 -0.024
H 0.27447 1.99407 2.57127 -0.076 0.064 0.092
H -6.81082 1.94670 2.18026 -0.003 0.008 -0.005
H 3.51970 -5.80645 3.12381 0.010 -0.006 0.005
H 3.92670 -1.46124 -0.04591 -0.002 0.004 -0.001
H 2.09459 2.57239 -2.88049 0.016 -0.027 0.011
H 0.08205 3.52735 3.47031 -0.022 -0.001 -0.033
H -0.13271 -4.08524 -1.26522 -0.003 0.000 0.001
H -0.30931 1.95976 4.25363 -0.033 0.018 0.008
H 3.62997 0.52681 -5.47582 0.002 0.007 -0.005
H -2.75275 3.42331 1.16866 -0.085 0.056 0.118
H -1.07689 -0.32798 -5.72270 0.000 0.003 0.001
H -1.47232 0.60249 2.25769 -0.012 -0.213 0.101
H -1.87089 1.98383 -6.10906 0.001 0.002 0.001
H 1.97170 1.11310 -5.60516 0.007 0.001 -0.010
H 1.59176 -4.01290 3.39700 0.002 0.012 -0.008
H -2.28162 3.11406 3.46107 -0.001 -0.022 0.020
H -1.25739 4.29682 1.64511 -0.033 -0.041 0.083
H 3.23327 2.17819 -4.98297 -0.006 0.001 -0.001
H 2.40004 -2.18809 -1.77299 -0.002 -0.002 0.005
H -4.63349 0.53767 -1.21969 -0.004 -0.022 -0.002
H -6.71989 1.29897 -0.21545 0.001 -0.017 -0.003
H 5.07448 -5.11056 2.66266 0.000 -0.006 0.003
H 3.00336 -1.41211 -4.00729 0.001 0.000 0.003
H 5.09867 -3.22008 1.14664 -0.001 -0.002 0.002
H -2.28295 2.38349 -1.85722 -0.010 0.003 0.003
H -1.13783 2.72630 0.79351 -0.060 0.267 0.054
H 4.28482 -4.60155 4.15560 0.004 -0.011 0.002
H -2.51770 3.39356 -4.13211 -0.003 -0.002 0.005
H 0.44089 -4.79823 -3.69556 0.000 -0.001 0.001
```
Positions in Å, forces in eV/Å.

Summary:
- Kohn-Sham gap: 5.1 eV
- E_tot: -110362.0455 eV
- Total charge: -2
- E_LUMO: 4.18 eV
- Spin multiplicity: 1

---

# 3
Entry from the Open Molecules 2025 dataset: C38H31Cl3N10O4SV as an isolated structure (ωB97M-V/def2-TZVPD).

```
88
Properties=species:S:1:pos:R:3:forces:R:3
V -0.77473 0.04726 0.11411 0.313 0.113 -0.415
Cl 5.86162 3.85282 -0.72958 0.006 -0.006 0.002
Cl 4.67814 -0.75253 -3.18458 0.021 0.043 -0.015
Cl 1.94824 -0.30196 -8.67961 0.003 -0.014 0.002
S 3.32384 -2.86116 -8.06600 0.018 -0.071 -0.057
O -1.86761 -1.29199 0.41114 -0.311 0.199 0.248
O 0.21969 1.50995 0.60190 -0.258 -0.117 -0.087
O 3.58883 1.55336 -6.60417 -0.055 -0.096 -0.032
O 2.31293 2.03037 4.25520 0.014 0.005 0.025
N 2.11076 -2.75850 -4.77759 -0.023 0.051 0.053
N 1.78729 -2.10813 -2.64381 -0.067 0.039 -0.017
N 0.72838 0.60135 2.61285 0.029 -0.013 -0.016
N 0.83259 -0.87752 -4.58153 -0.085 0.009 -0.032
N -1.68120 1.85617 -2.40136 0.031 0.071 0.067
N 1.16804 0.42397 -4.14549 -0.092 0.011 -0.042
N -0.16743 -0.32460 2.08343 -0.139 -0.116 0.163
N 0.27148 -0.69564 -1.35900 -0.202 -0.131 0.201
N -1.39859 0.76821 -1.60630 -0.047 -0.256 0.053
N 1.94774 -1.90589 -0.42291 -0.034 0.000 -0.038
C -2.14173 3.84415 -4.17419 -0.010 0.056 -0.044
C -3.68925 -3.95206 2.06069 -0.039 0.003 -0.081
C 3.99456 3.07185 -4.15579 -0.021 0.039 -0.015
C -2.14476 -2.99450 3.62368 -0.002 0.008 0.034
C 3.26953 4.98892 2.44933 0.012 0.013 0.014
C 1.69546 2.74124 2.02252 0.078 -0.118 0.050
C -0.55670 -1.26086 -4.48772 0.057 0.004 0.003
C -2.74325 2.64965 -2.19924 0.071 -0.079 -0.020
C -1.21084 -0.91612 -3.39140 0.028 0.011 -0.084
C 1.30150 -1.53760 -1.53499 0.139 0.071 -0.039
C -2.98298 3.67621 -3.08385 -0.021 0.016 0.002
C 5.17559 1.64286 -2.10161 -0.026 -0.004 -0.020
C 3.96264 1.67801 -4.21019 0.025 -0.033 0.022
C 2.61150 4.83020 1.22412 -0.001 0.026 -0.020
C -3.12954 -3.91654 3.33408 0.003 -0.020 0.044
C -0.80832 2.01129 -3.43262 -0.006 -0.011 0.027
C 5.29454 -1.63376 -7.01205 0.030 0.016 0.014
C 4.57940 3.75181 -3.10396 -0.010 0.032 -0.013
C 4.58284 0.99103 -3.17467 0.025 -0.044 0.011
C 0.87644 1.57584 1.77665 -0.007 0.146 -0.142
C 5.15269 3.02473 -2.07013 0.018 0.011 0.037
C 1.59130 -1.90489 -3.91738 0.011 -0.067 0.063
C 4.39449 -0.60555 -7.43129 0.022 -0.016 0.005
C 2.37070 2.90907 3.24817 0.010 -0.017 0.008
C -1.70595 -2.10084 2.63956 0.036 -0.034 0.053
C -0.68736 -1.13855 2.94738 0.072 0.054 -0.164
C -0.47588 -0.04016 -2.40809 0.098 0.139 0.098
C 3.28312 -1.14552 -8.00717 0.002 0.095 -0.023
C 4.65912 0.86580 -7.24732 0.023 0.010 0.044
C 1.72054 1.24356 -5.21691 0.005 0.120 0.068
C -3.27578 -3.07331 1.06862 -0.068 -0.063 0.092
C -2.29290 -2.15082 1.37107 0.173 -0.040 -0.175
C -1.04344 3.00949 -4.34988 0.033 -0.057 0.006
C 3.22270 1.01198 -5.35459 0.112 0.061 0.026
C 4.85442 -2.88788 -7.29022 0.004 -0.019 0.034
C 0.32900 1.02213 -3.15367 -0.002 -0.002 -0.001
C 3.15182 4.04864 3.44664 0.018 0.030 -0.018
C 1.83402 3.71969 1.02102 -0.014 0.002 -0.021
H 2.71610 5.57649 0.44894 0.002 -0.011 0.012
H 3.40942 -0.06404 -5.33551 -0.035 -0.015 -0.005
H 5.35565 -3.82644 -7.10704 -0.036 0.047 -0.008
H 1.75067 -1.49114 0.47076 -0.015 0.009 0.040
H -0.33883 -1.06373 3.97333 0.031 0.006 0.022
H -2.33776 4.63100 -4.89107 0.008 -0.026 0.022
H -3.36553 2.40615 -1.35247 -0.023 0.003 0.030
H 1.22924 1.04397 -6.17130 -0.008 -0.057 0.004
H -1.70323 -2.95606 4.61281 -0.004 0.006 -0.038
H 2.08788 -2.56478 -5.77004 0.030 -0.016 -0.005
H 3.56261 3.63441 -4.97690 0.014 -0.032 0.020
H 2.62945 -3.55216 -4.43593 0.016 -0.025 -0.004
H 1.57075 2.29306 -4.95682 -0.041 -0.007 -0.018
H 6.24278 -1.42782 -6.53191 -0.040 -0.009 -0.027
H -3.71130 -3.09465 0.07912 0.019 0.016 0.008
H -0.94888 -1.86868 -5.29369 0.006 0.011 0.038
H -4.46415 -4.67376 1.83670 0.017 0.013 0.004
H 5.65515 1.08002 -1.31333 -0.004 0.009 -0.008
H 1.31422 3.57923 0.08285 0.003 0.002 0.012
H 2.73034 -2.53064 -0.51652 0.016 -0.011 -0.014
H 1.75175 1.27430 4.01176 -0.015 -0.010 -0.013
H -2.24508 -1.17413 -3.20301 0.015 0.016 0.000
H 5.59028 0.99194 -6.68515 -0.005 0.011 0.023
H 4.60255 4.83310 -3.07960 -0.003 -0.030 -0.012
H -0.38117 3.14073 -5.19125 0.015 0.003 -0.007
H 3.65700 4.16239 4.39628 -0.011 -0.007 -0.016
H 4.77862 1.36404 -8.20764 -0.009 0.000 -0.033
H 3.88271 5.86492 2.61911 -0.012 -0.016 -0.006
H 0.95925 1.54277 -2.41996 0.046 0.053 0.052
H -3.83741 4.31847 -2.92660 0.014 -0.011 -0.004
H -3.46718 -4.60835 4.09304 0.008 0.015 -0.008
```
Positions in Å, forces in eV/Å.

Summary:
- Kohn-Sham gap (spin up / spin down): 5.9 / 6.3 eV
- E_tot: -137076.9451 eV
- ⟨S²⟩: 0.7653
- Total charge: +2
- E_LUMO (spin up / spin down): -6.87 / -6.44 eV
- Spin multiplicity: 2